Formula: C4H7BrF3N2
Source: the Open Molecules 2025 dataset
Level of theory: wB97M-V/def2-TZVPD

Each line ends with the Löwdin charge.
Element x y z (Å)
C1 0.495 -0.376 0.103  -0.094
H1 -0.522 -2.081 -0.315  0.208
F1 2.540 -0.948 1.210  0.176
N1 -0.521 -1.023 -0.225  0.099
H2 -1.162 1.984 0.966  0.101
F2 2.609 -0.979 -0.912  0.104
F3 1.398 -2.508 0.062  0.137
H3 -2.032 -0.467 -1.384  0.085
H4 -0.807 2.143 -0.723  0.100
C2 -1.959 -0.759 -0.397  0.037
H5 0.038 3.066 0.447  0.057
H6 -2.343 -0.030 0.331  0.111
N2 0.750 1.096 0.452  -0.477
H7 -2.426 -1.735 -0.244  0.116
Br1 2.452 1.741 0.201  0.967
C3 1.805 -1.212 0.172  -0.583
C4 -0.317 2.089 0.255  -0.142

Results
**Total charge**: +1
**Electronic energy**: -85427.2944 eV
**E_LUMO**: -4.7 eV
**HOMO energy**: -0.5110 Ha
**SMILES**: C/[NH+]=C(\N(C)Br)C(F)(F)F
**Frontier orbital gap**: 9.186 eV